Entry 1:
{
  "formula": "C30H36Cl3N2O3Zr",
  "method": "wB97M-V/def2-TZVPD",
  "symbols": ["Zr", "C", "C", "C", "C", "C", "C", "C", "H", "H", "H", "H", "H", "H", "H", "H", "C", "C", "C", "C", "C", "C", "C", "C", "N", "C", "C", "C", "C", "N", "C", "C", "C", "C", "C", "C", "C", "C", "H", "H", "H", "H", "H", "H", "H", "H", "H", "H", "H", "H", "H", "H", "H", "H", "H", "H", "H", "H", "H", "H", "H", "H", "C", "O", "H", "H", "H", "H", "Cl", "C", "Cl", "Cl", "C", "O", "O"],
  "positions_angstrom": [[-1.57, 0.33, 1.10], [-3.78, -2.17, 3.22], [-3.86, -1.02, 2.26], [-3.88, 0.31, 2.72], [-4.11, 1.37, 1.85], [-4.27, 1.14, 0.47], [-4.24, -0.17, 0.00], [-4.04, -1.23, 0.89], [-4.79, -2.39, 3.57], [-3.18, -1.92, 4.10], [-3.38, -3.06, 2.75], [-3.82, 0.49, 3.79], [-4.24, 2.37, 2.25], [-4.50, 1.96, -0.20], [-4.41, -0.37, -1.05], [-4.07, -2.25, 0.52], [2.49, 2.92, 1.09], [1.78, 2.65, 2.39], [2.15, 3.40, 3.50], [1.59, 3.19, 4.74], [0.62, 2.20, 4.90], [0.23, 1.43, 3.82], [-0.73, 0.29, 4.06], [0.79, 1.67, 2.56], [0.41, 0.84, 1.42], [1.41, -0.02, 0.96], [2.47, -0.52, 1.90], [1.29, -0.46, -0.31], [3.46, -0.41, -2.14], [0.82, -1.30, -2.62], [1.01, -1.65, -4.01], [0.36, -0.78, -4.90], [-0.36, 0.46, -4.45], [0.43, -1.08, -6.26], [1.09, -2.20, -6.71], [1.73, -3.04, -5.81], [1.71, -2.79, -4.45], [2.39, -3.76, -3.53], [2.30, 3.94, 0.75], [2.21, 2.24, 0.28], [3.57, 2.84, 1.23], [2.92, 4.16, 3.38], [1.90, 3.78, 5.59], [0.19, 2.02, 5.88], [-1.33, 0.47, 4.95], [-0.25, -0.68, 4.13], [-1.50, 0.20, 3.27], [2.45, -0.04, 2.87], [3.47, -0.36, 1.47], [2.33, -1.59, 2.02], [4.04, -0.15, -1.27], [3.07, 0.43, -2.72], [3.94, -1.17, -2.76], [-0.24, 0.64, -3.38], [-1.43, 0.38, -4.67], [0.01, 1.33, -4.99], [-0.06, -0.42, -6.96], [1.13, -2.42, -7.77], [2.26, -3.91, -6.18], [3.04, -4.43, -4.09], [1.66, -4.38, -2.99], [3.02, -3.27, -2.80], [-0.71, 3.58, 0.46], [-1.67, 2.55, 0.90], [-0.48, 4.22, 1.31], [-1.17, 4.14, -0.34], [0.17, 3.06, 0.12], [-2.49, 3.00, 1.14], [3.80, -2.85, -0.22], [2.14, -2.68, -0.46], [1.86, -1.18, -1.57], [-0.90, -1.97, 1.65], [-1.37, -2.01, -0.76], [-1.25, -3.10, -1.06], [-1.64, -0.83, -0.79]],
  "lowdin_charge": [1.76, -0.02, -0.32, -0.07, -0.10, -0.08, -0.06, -0.06, 0.12, 0.10, 0.08, 0.15, 0.14, 0.14, 0.14, 0.15, -0.03, -0.22, 0.00, -0.01, -0.01, -0.21, -0.04, -0.24, -0.17, -0.42, 0.00, -0.34, -0.05, -0.20, -0.20, -0.21, -0.03, -0.02, -0.03, -0.02, -0.21, -0.03, 0.10, 0.06, 0.10, 0.14, 0.13, 0.13, 0.11, 0.09, -0.03, 0.10, 0.10, 0.09, 0.07, 0.09, 0.08, 0.05, 0.09, 0.09, 0.13, 0.13, 0.13, 0.10, 0.10, 0.01, 0.01, -0.26, 0.12, 0.12, 0.07, 0.09, 0.77, -0.45, 0.93, 0.42, -0.58, 0.29, -0.09],
  "largest_force_ev_per_a": 1.6,
  "lumo_ha": -0.3739,
  "charge": 3,
  "de_lowest_kcal_mol": 356.8,
  "energy_ev": -79627.732,
  "homo_lumo_gap_ha": 0.203,
  "e_homo_ha": -0.5771
}

---

Entry 2:
{
  "formula": "C49H66F9N9O4S",
  "method": "wB97M-V/def2-TZVPD",
  "symbols": ["C", "O", "C", "C", "C", "C", "C", "C", "C", "O", "C", "O", "O", "C", "C", "C", "F", "F", "C", "F", "F", "S", "F", "F", "F", "F", "F", "H", "H", "H", "H", "H", "H", "H", "H", "H", "H", "H", "H", "H", "H", "H", "H", "H", "H", "H", "H", "H", "N", "C", "C", "C", "C", "H", "H", "H", "H", "H", "N", "C", "C", "C", "C", "H", "H", "H", "H", "H", "N", "C", "C", "C", "C", "H", "H", "H", "H", "H", "N", "C", "C", "C", "C", "H", "H", "H", "H", "H", "N", "C", "C", "C", "C", "H", "H", "H", "H", "H", "N", "C", "C", "C", "C", "H", "H", "H", "H", "H", "N", "C", "C", "C", "C", "H", "H", "H", "H", "H", "N", "C", "C", "C", "C", "H", "H", "H", "H", "H", "N", "C", "C", "C", "C", "H", "H", "H", "H", "H"],
  "positions_angstrom": [[5.67, -2.73, 0.77], [6.06, -1.57, 0.05], [5.24, -1.43, -1.12], [4.79, 0.03, -1.29], [3.34, 0.17, -0.72], [2.34, 0.18, -1.91], [0.88, 0.52, -1.49], [-0.02, -0.69, -1.87], [0.26, -1.96, -1.01], [0.88, -1.66, 0.28], [0.06, -2.09, 1.29], [0.06, -3.22, 1.56], [-0.71, -1.20, 1.94], [-1.96, -0.95, 1.27], [-2.98, -2.05, 1.62], [-4.34, -1.86, 0.94], [-4.37, -0.82, 0.10], [-5.19, -1.49, 1.94], [-4.98, -3.13, 0.34], [-5.19, -4.02, 1.28], [-6.20, -2.80, -0.08], [-4.09, -3.98, -1.07], [-3.14, -4.79, -0.09], [-5.14, -5.19, -0.98], [-5.06, -3.28, -2.13], [-3.04, -2.80, -1.26], [-3.40, -4.73, -2.28], [6.50, -3.06, 1.40], [4.81, -2.51, 1.43], [5.39, -3.55, 0.09], [4.36, -2.06, -0.93], [5.79, -1.73, -2.02], [4.76, 0.35, -2.34], [5.47, 0.64, -0.68], [3.20, 1.11, -0.16], [3.17, -0.71, -0.09], [2.37, -0.82, -2.35], [2.65, 0.93, -2.66], [0.49, 1.37, -2.05], [0.81, 0.75, -0.42], [-1.08, -0.41, -1.81], [0.15, -0.93, -2.93], [-0.71, -2.43, -0.78], [0.83, -2.70, -1.57], [-2.32, 0.00, 1.69], [-1.83, -0.77, 0.20], [-3.12, -2.01, 2.70], [-2.51, -3.02, 1.41], [1.35, -5.41, 0.58], [2.47, -4.98, -0.08], [3.26, -6.07, -0.33], [2.59, -7.21, 0.19], [1.42, -6.77, 0.75], [0.60, -4.82, 0.90], [2.60, -3.94, -0.31], [4.21, -6.05, -0.84], [2.93, -8.23, 0.17], [0.63, -7.30, 1.24], [0.25, 3.83, -0.22], [-0.54, 4.66, -0.96], [-1.79, 4.68, -0.39], [-1.75, 3.83, 0.74], [-0.48, 3.32, 0.82], [1.22, 3.62, -0.41], [-0.14, 5.17, -1.83], [-2.63, 5.25, -0.75], [-2.56, 3.61, 1.42], [-0.03, 2.64, 1.53], [0.15, 7.01, 2.23], [0.55, 8.20, 2.78], [-0.43, 8.60, 3.66], [-1.45, 7.62, 3.63], [-1.07, 6.65, 2.74], [0.67, 6.48, 1.55], [1.49, 8.65, 2.51], [-0.41, 9.50, 4.25], [-2.37, 7.62, 4.20], [-1.54, 5.74, 2.43], [-0.68, 2.92, -4.60], [-0.02, 3.32, -5.73], [-0.14, 2.33, -6.66], [-0.91, 1.29, -6.08], [-1.24, 1.69, -4.81], [-0.76, 3.46, -3.75], [0.49, 4.27, -5.77], [0.29, 2.34, -7.66], [-1.20, 0.36, -6.54], [-1.81, 1.20, -4.04], [3.88, 9.11, 1.19], [5.04, 9.82, 1.05], [6.08, 8.93, 1.06], [5.52, 7.63, 1.21], [4.16, 7.78, 1.28], [2.96, 9.51, 1.21], [5.03, 10.89, 0.96], [7.13, 9.17, 0.98], [6.06, 6.69, 1.25], [3.37, 7.05, 1.38], [-1.63, 10.92, 6.72], [-1.40, 10.51, 8.01], [-2.54, 9.91, 8.47], [-3.50, 9.95, 7.42], [-2.91, 10.58, 6.35], [-0.97, 11.40, 6.13], [-0.45, 10.69, 8.48], [-2.67, 9.49, 9.45], [-4.50, 9.57, 7.45], [-3.28, 10.81, 5.37], [-1.91, -7.97, 0.53], [-1.47, -9.23, 0.83], [-2.15, -10.11, 0.03], [-3.03, -9.35, -0.79], [-2.86, -8.03, -0.46], [-1.59, -7.12, 0.97], [-0.72, -9.39, 1.58], [-2.03, -11.18, 0.03], [-3.71, -9.73, -1.53], [-3.33, -7.14, -0.84], [6.19, -3.32, -4.74], [7.41, -2.72, -4.86], [8.37, -3.69, -4.75], [7.70, -4.93, -4.57], [6.35, -4.67, -4.56], [5.31, -2.84, -4.77], [7.50, -1.66, -5.01], [9.44, -3.54, -4.80], [8.15, -5.90, -4.45], [5.50, -5.32, -4.45], [-7.93, -5.42, -0.18], [-8.42, -5.72, 1.06], [-9.28, -6.78, 0.93], [-9.30, -7.14, -0.45], [-8.45, -6.29, -1.10], [-7.28, -4.69, -0.39], [-8.13, -5.15, 1.92], [-9.83, -7.24, 1.73], [-9.86, -7.94, -0.90], [-8.18, -6.22, -2.14]],
  "lowdin_charge": [-0.11, -0.18, -0.23, -0.15, -0.19, -0.19, -0.19, -0.16, -0.13, 0.00, -0.57, 0.19, 0.05, -0.12, -0.02, -0.46, 0.15, 0.12, -0.48, 0.16, 0.14, 0.79, -0.13, -0.14, -0.12, -0.12, -0.11, 0.09, 0.09, 0.08, 0.09, 0.11, 0.10, 0.11, 0.11, 0.09, 0.11, 0.11, 0.09, 0.09, 0.09, 0.12, 0.10, 0.13, 0.14, 0.11, 0.15, 0.11, 0.02, -0.14, -0.11, -0.10, -0.13, 0.09, 0.09, 0.09, 0.09, 0.08, 0.01, -0.15, -0.10, -0.13, -0.14, 0.14, 0.11, 0.10, 0.10, 0.11, 0.02, -0.14, -0.11, -0.10, -0.13, 0.13, 0.08, 0.08, 0.09, 0.08, 0.01, -0.14, -0.11, -0.11, -0.15, 0.12, 0.10, 0.09, 0.09, 0.10, 0.00, -0.14, -0.11, -0.11, -0.15, 0.12, 0.11, 0.09, 0.09, 0.09, 0.00, -0.14, -0.11, -0.11, -0.15, 0.14, 0.10, 0.09, 0.09, 0.11, 0.00, -0.15, -0.11, -0.10, -0.13, 0.12, 0.10, 0.09, 0.09, 0.08, 0.00, -0.15, -0.11, -0.11, -0.14, 0.14, 0.10, 0.09, 0.09, 0.10, 0.00, -0.14, -0.11, -0.11, -0.14, 0.09, 0.11, 0.09, 0.09, 0.11],
  "largest_force_ev_per_a": 3.0,
  "lumo_ha": -0.0081,
  "energy_ev": -108771.267,
  "homo_lumo_gap_ha": 0.295,
  "e_homo_ha": -0.3027
}